94
Properties=species:S:1:pos:R:3 method="wB97M-V/def2-TZVPD" total_charge=0 e_above_lowest_kcal_mol=3.7 gap_ev="5.42 / 5.41" energy_ha=-2078.7167 molar_mass_g_mol=821.92 homo_ev="-7.10 / -7.10"
Pt -0.14 0.78 0.58
O -2.17 2.61 3.80
C -1.81 1.87 2.90
O -1.37 2.21 1.74
C -1.87 0.37 3.13
C -2.39 -0.15 4.30
C -2.38 -1.52 4.48
C -1.90 -2.33 3.46
C -1.42 -1.73 2.30
N -1.40 -0.41 2.15
H -2.76 0.54 5.04
H -2.75 -1.96 5.40
H -1.88 -3.40 3.55
H -1.04 -2.32 1.48
C 1.59 0.03 3.39
N 1.52 1.22 2.54
C 1.24 2.39 3.38
C 2.78 1.40 1.80
C 2.77 0.90 0.37
C 4.01 0.71 -0.24
C 4.10 0.41 -1.59
C 2.94 0.31 -2.34
C 1.71 0.47 -1.73
C 1.60 0.75 -0.37
H 2.36 0.15 4.17
H 1.82 -0.86 2.81
H 0.63 -0.12 3.90
H 2.07 2.58 4.07
H 0.34 2.23 3.96
H 1.08 3.26 2.75
H 3.61 0.93 2.34
H 2.99 2.47 1.76
H 4.92 0.82 0.35
H 5.07 0.27 -2.05
H 3.00 0.10 -3.41
H 0.81 0.38 -2.33
C -0.20 2.96 -0.66
C 1.03 3.68 -0.42
C 2.13 3.54 -1.28
C 3.33 4.16 -0.99
C 3.44 4.96 0.15
C 2.34 5.16 0.97
C 1.14 4.53 0.68
C 4.70 5.57 0.48
N 5.70 6.06 0.76
H -0.35 2.49 -1.62
H -1.06 3.16 -0.04
H 2.03 2.93 -2.17
H 4.19 4.02 -1.64
H 2.43 5.82 1.83
H 0.27 4.69 1.31
C 3.21 -3.11 1.43
C 2.06 -3.14 0.45
C 1.83 -4.26 -0.35
C 0.76 -4.26 -1.22
C 0.50 -5.47 -2.09
C -0.08 -3.16 -1.31
C 0.12 -2.00 -0.54
C 1.21 -2.06 0.36
N -0.66 -0.86 -0.60
C -1.89 -0.77 -1.43
C -2.93 -1.84 -1.03
C -4.20 -1.69 -1.87
C -4.84 -0.33 -1.61
C -3.84 0.76 -2.00
C -3.52 0.65 -3.49
C -2.88 -0.71 -3.76
C -3.85 -1.83 -3.36
C -1.59 -0.84 -2.94
C -2.56 0.59 -1.18
H 3.94 -3.89 1.20
H 2.86 -3.26 2.45
H 3.72 -2.14 1.39
H 2.49 -5.12 -0.28
H 1.19 -6.28 -1.86
H 0.62 -5.21 -3.15
H -0.52 -5.83 -1.96
H -0.89 -3.22 -2.02
H 1.37 -1.20 0.99
H -3.16 -1.72 0.03
H -2.53 -2.85 -1.16
H -4.90 -2.48 -1.59
H -5.10 -0.24 -0.55
H -5.76 -0.22 -2.20
H -4.27 1.75 -1.79
H -2.84 1.45 -3.80
H -4.44 0.75 -4.08
H -2.63 -0.80 -4.82
H -3.40 -2.81 -3.55
H -4.76 -1.76 -3.96
H -0.91 -0.02 -3.19
H -1.08 -1.77 -3.20
H -2.80 0.69 -0.11
H -1.85 1.37 -1.44